# 1
2 unconnected molecules or ions with the total composition HI2OP in a non-equilibrium geometry, computed with ωB97M-V/def2-TZVPD.

Values from the calculation:
net charge = 0
2S+1 = 3
E_tot = -27551.6327 eV
HOMO energy (spin up / spin down) = -7.697 / -9.829 eV

XYZ file:
```
5
HI2OP ωB97M-V/def2-TZVPD
O -1.206 0.714 0.445
P -1.933 -0.330 1.181
I 2.455 0.286 -0.104
I -2.685 -2.004 -0.433
H 3.369 1.334 -1.089
```

=====

# 2
A molecular structure, C37H52FGeN8S2SeSiTi in a non-equilibrium geometry, computed with ωB97M-V/def2-TZVPD.

Values from the calculation:
net charge = 0
2S+1 = 2
E_tot = -228379.5518 eV
HOMO energy (spin up / spin down) = -6.719 / -6.776 eV

XYZ file:
```
104
C37H52FGeN8S2SeSiTi ωB97M-V/def2-TZVPD
Ti -0.359 0.256 -0.803
N -1.231 4.861 -1.110
C -0.681 3.667 -1.464
S -1.232 2.871 -2.891
N 0.260 3.234 -0.632
N 0.632 1.965 -0.946
C 1.834 1.774 -1.334
C 2.051 0.566 -2.123
C 3.216 0.356 -2.840
C 3.224 -0.552 -3.875
C 2.050 -1.226 -4.191
C 0.948 -1.020 -3.404
N 0.945 -0.194 -2.351
H -1.744 5.333 -1.826
H -0.763 5.418 -0.415
H 2.550 2.585 -1.318
H 4.089 0.956 -2.604
H 4.121 -0.713 -4.462
H 1.990 -1.891 -5.043
H 0.022 -1.531 -3.615
C -1.385 -3.336 -2.368
Si -1.800 -2.971 -0.585
C -1.236 -4.528 0.278
C -3.642 -2.829 -0.494
N -0.946 -1.588 0.028
C -0.825 -1.462 1.412
C -1.579 -2.119 2.403
C -1.337 -1.934 3.758
C -0.350 -1.065 4.200
C 0.405 -0.381 3.257
C 0.144 -0.609 1.940
F 0.883 0.084 0.953
H -1.707 -4.370 -2.572
H -0.298 -3.286 -2.543
H -1.909 -2.682 -3.081
H -1.555 -5.413 -0.294
H -1.614 -4.641 1.299
H -0.136 -4.526 0.335
H -3.990 -2.018 -1.147
H -3.996 -2.617 0.524
H -4.115 -3.764 -0.830
H -2.381 -2.783 2.099
H -1.937 -2.481 4.480
H -0.171 -0.913 5.258
H 1.186 0.319 3.536
S 2.559 -2.276 -0.070
C 2.471 -3.798 -0.806
N 2.511 -4.927 -0.065
C 2.551 -6.280 -0.621
C 1.717 -6.307 -1.885
C 2.242 -5.253 -2.832
N 2.306 -3.965 -2.133
H 2.696 -4.777 0.911
H 2.156 -6.971 0.119
H 3.579 -6.577 -0.845
H 0.677 -6.080 -1.633
H 1.758 -7.291 -2.349
H 1.582 -5.146 -3.690
H 3.229 -5.538 -3.202
H 2.338 -3.121 -2.665
C 1.428 4.349 4.469
Ge 2.313 5.274 3.010
C 3.351 6.761 3.699
C 1.018 5.839 1.688
C 3.550 4.032 2.131
Se 2.683 2.305 1.933
C 4.197 1.310 1.224
H 0.659 4.982 4.919
H 2.150 4.069 5.242
H 0.958 3.435 4.096
H 2.695 7.476 4.211
H 3.869 7.287 2.890
H 4.095 6.402 4.417
H 0.174 6.354 2.161
H 0.659 4.950 1.158
H 1.481 6.516 0.961
H 4.469 3.913 2.706
H 3.796 4.405 1.135
H 4.948 1.172 1.994
H 4.626 1.851 0.381
H 3.832 0.338 0.891
C -4.626 0.340 -3.948
C -5.101 1.056 -2.854
C -4.320 1.239 -1.719
C -3.045 0.691 -1.657
C -2.574 -0.015 -2.765
C -3.344 -0.192 -3.899
N -2.147 0.865 -0.594
C -2.589 1.080 0.745
C -1.804 1.830 1.612
C -2.177 2.003 2.944
C -3.333 1.422 3.436
C -4.123 0.668 2.571
C -3.758 0.503 1.247
H -5.238 0.219 -4.836
H -6.095 1.490 -2.886
H -4.687 1.836 -0.894
H -1.555 -0.404 -2.737
H -2.943 -0.734 -4.750
H -0.914 2.318 1.239
H -1.553 2.608 3.597
H -3.622 1.557 4.474
H -5.032 0.198 2.935
H -4.375 -0.100 0.592
```

=====

# 3
2 unconnected molecules or ions with the total composition C7H16, computed with ωB97M-V/def2-TZVPD.

Values from the calculation:
net charge = 0
structure (SMILES) = C=C(C)[C@H](C)CC.[H][H]
2S+1 = 1
E_tot = -7517.2801 eV
HOMO energy = -9.277 eV

XYZ file:
```
23
C7H16 ωB97M-V/def2-TZVPD
C -2.299 0.553 -0.295
C -1.027 1.306 0.096
C 0.296 0.641 -0.309
C 1.468 1.605 -0.075
C 0.640 -0.667 0.385
C 0.164 -1.017 1.580
C 1.650 -1.532 -0.334
H -2.312 0.322 -1.367
H -3.186 1.159 -0.079
H -2.401 -0.392 0.247
H -1.047 2.294 -0.382
H -1.027 1.501 1.177
H 0.237 0.431 -1.388
H 1.311 2.559 -0.587
H 1.570 1.797 1.000
H 2.413 1.180 -0.429
H -1.159 -2.239 -1.264
H -0.998 -2.072 -0.556
H 0.472 -1.944 2.057
H -0.546 -0.404 2.126
H 1.612 -2.569 0.010
H 1.477 -1.530 -1.416
H 2.669 -1.162 -0.170
```

=====

> Which of these has the lowest 2S+1?

C7H16